1.
{
  "formula": "C18H16N2O4S",
  "method": "ωB97M-V with the def2-TZVPD basis set",
  "species": ["C", "C", "N", "N", "S", "O", "O", "C", "C", "C", "C", "C", "C", "C", "C", "C", "C", "C", "C", "C", "C", "C", "O", "C", "O", "H", "H", "H", "H", "H", "H", "H", "H", "H", "H", "H", "H", "H", "H", "H", "H"],
  "xyz": [[0.376, 3.244, 1.337], [0.221, 1.879, 0.711], [-0.886, 1.369, 0.335], [-2.072, 1.948, 0.474], [-3.275, 1.274, -0.545], [-3.027, 1.702, -1.891], [-4.518, 1.656, 0.057], [-2.896, -0.443, -0.330], [-2.115, -1.083, -1.269], [-1.736, -2.392, -1.042], [-2.125, -3.051, 0.119], [-1.655, -4.446, 0.388], [-2.924, -2.384, 1.042], [-3.310, -1.075, 0.824], [1.405, 1.053, 0.484], [2.620, 1.582, 0.190], [3.748, 0.746, -0.071], [5.020, 1.234, -0.391], [6.053, 0.365, -0.655], [5.841, -1.010, -0.608], [4.597, -1.518, -0.295], [3.548, -0.643, -0.023], [2.343, -1.169, 0.294], [1.245, -0.408, 0.585], [0.251, -0.990, 0.933], [0.267, 4.024, 0.583], [-0.393, 3.390, 2.094], [1.347, 3.345, 1.812], [-2.163, 2.922, 0.753], [-1.814, -0.542, -2.152], [-1.114, -2.904, -1.762], [-0.673, -4.402, 0.858], [-1.563, -5.013, -0.535], [-2.331, -4.966, 1.062], [-3.231, -2.891, 1.945], [-3.921, -0.533, 1.528], [2.755, 2.651, 0.111], [5.173, 2.303, -0.429], [7.032, 0.748, -0.901], [6.656, -1.686, -0.817], [4.413, -2.579, -0.253]],
  "forces_ev_per_a": [[-0.2, -0.3, -0.1], [-0.6, 0.4, 0.2], [0.8, -0.2, -0.4], [-0.5, 0.0, 0.1], [0.3, 0.7, 0.3], [0.2, -0.5, 0.0], [0.1, -0.2, 0.2], [-0.2, 0.6, -0.1], [0.0, -0.1, -0.2], [-0.1, 0.1, 0.0], [-0.1, 0.1, -0.1], [0.1, 0.0, 0.0], [0.0, 0.1, -0.1], [-0.1, 0.0, 0.1], [0.8, 0.2, -0.3], [-0.8, -0.3, 0.2], [0.2, -0.6, 0.0], [-0.2, -0.2, 0.0], [0.1, 0.0, 0.0], [-0.1, 0.1, 0.0], [-0.3, 0.0, 0.1], [0.6, 0.5, -0.1], [0.2, -0.3, -0.1], [-0.7, -0.3, 0.4], [0.6, 0.1, -0.1], [0.0, 0.1, 0.0], [0.0, 0.1, 0.1], [0.0, 0.1, 0.1], [-0.2, 0.0, -0.2], [0.1, 0.0, -0.1], [0.1, 0.0, -0.1], [0.1, -0.1, 0.0], [0.0, -0.1, 0.0], [0.0, -0.1, 0.0], [-0.1, 0.0, 0.1], [-0.1, 0.0, 0.2], [-0.1, 0.1, 0.0], [0.0, 0.1, 0.0], [0.1, 0.0, 0.0], [0.1, -0.1, 0.0], [0.0, -0.1, 0.0]],
  "lowdin_charge": [-0.020, -0.278, 0.043, -0.108, 0.690, -0.293, -0.298, -0.310, -0.057, -0.035, -0.271, -0.041, -0.026, -0.045, -0.061, 0.057, -0.147, -0.025, -0.084, -0.070, 0.009, -0.187, 0.137, -0.373, 0.139, 0.091, 0.080, 0.076, 0.123, 0.115, 0.118, 0.089, 0.079, 0.077, 0.115, 0.117, 0.128, 0.115, 0.103, 0.106, 0.122],
  "homo_lumo_gap_ev": 8.048,
  "lumo_ha": -0.013
}

2.
{
  "formula": "C2H4ClOP",
  "method": "ωB97M-V with the def2-TZVPD basis set",
  "species": ["C", "C", "O", "P", "Cl", "H", "H", "H", "H"],
  "xyz": [[-0.107, -1.131, -0.417], [0.023, 0.410, -0.321], [-0.729, 2.401, 1.465], [-0.304, 1.006, 1.565], [1.787, 0.759, 0.128], [0.167, -1.579, 0.518], [-1.068, -1.424, -0.654], [0.413, -1.583, -1.255], [-0.183, 1.141, -1.030]],
  "forces_ev_per_a": [[1.1, 1.7, -1.0], [1.1, -2.0, 3.8], [-0.2, 0.6, 0.3], [0.1, -0.6, -1.8], [0.1, 0.0, -0.2], [0.3, -0.2, 0.4], [-2.6, -0.2, -0.1], [0.8, 0.2, 0.1], [-0.8, 0.7, -1.5]],
  "lowdin_charge": [-0.196, -0.742, -0.513, 0.773, 0.488, 0.050, 0.040, 0.072, 0.028],
  "homo_lumo_gap_ev": 9.193,
  "lumo_ha": -0.006
}

3.
{
  "formula": "H16O8",
  "method": "ωB97M-V with the def2-TZVPD basis set",
  "species": ["O", "H", "H", "O", "H", "H", "O", "H", "H", "O", "H", "H", "O", "H", "H", "O", "H", "H", "O", "H", "H", "O", "H", "H"],
  "xyz": [[-0.924, 2.424, 3.284], [-1.055, 1.845, 4.034], [-0.580, 1.852, 2.597], [0.298, 4.520, -1.464], [0.015, 3.612, -1.349], [-0.241, 4.850, -2.183], [5.837, 0.873, -0.774], [6.678, 0.417, -0.744], [5.346, 0.426, -1.464], [0.311, 0.055, 0.104], [-0.397, -0.588, 0.053], [1.054, -0.373, -0.321], [-2.814, -3.140, 0.802], [-3.752, -3.291, 0.922], [-2.396, -3.696, 1.460], [-1.578, -2.243, -4.107], [-1.410, -3.185, -4.145], [-1.328, -1.920, -4.972], [-4.965, 1.242, 0.068], [-4.743, 2.164, 0.198], [-4.849, 0.843, 0.931], [3.619, -1.902, 2.358], [4.325, -2.139, 1.757], [3.551, -2.648, 2.954]],
  "forces_ev_per_a": [[-0.2, 0.2, 0.0], [0.0, -0.1, 0.2], [0.2, -0.2, -0.3], [0.2, 0.1, 0.1], [0.0, -0.3, 0.1], [-0.1, 0.1, -0.2], [-0.1, 0.1, 0.1], [0.2, -0.1, 0.0], [-0.2, -0.1, -0.2], [0.0, 0.3, 0.1], [-0.3, -0.2, 0.0], [0.2, -0.1, 0.0], [0.2, 0.2, -0.1], [-0.3, 0.0, 0.0], [0.1, -0.1, 0.2], [0.0, 0.1, 0.2], [0.0, -0.2, 0.0], [0.0, 0.1, -0.2], [-0.1, -0.1, -0.2], [0.1, 0.2, 0.0], [0.1, -0.1, 0.2], [-0.2, 0.1, 0.0], [0.2, 0.0, -0.2], [0.0, -0.2, 0.2]],
  "lowdin_charge": [-0.053, 0.026, 0.020, -0.053, 0.026, 0.026, -0.051, 0.026, 0.026, -0.051, 0.027, 0.029, -0.053, 0.029, 0.027, -0.053, 0.026, 0.026, -0.055, 0.029, 0.026, -0.051, 0.025, 0.026],
  "homo_lumo_gap_ev": 11.539,
  "lumo_ha": 0.014
}

4.
{
  "formula": "C22H22BrCl40FNO",
  "method": "ωB97M-V with the def2-TZVPD basis set",
  "species": ["C", "C", "F", "C", "C", "Br", "C", "C", "C", "C", "N", "O", "C", "C", "C", "C", "H", "H", "H", "H", "H", "H", "H", "H", "H", "H", "H", "H", "H", "H", "H", "H", "H", "H", "H", "H", "H", "H", "C", "Cl", "Cl", "Cl", "Cl", "C", "Cl", "Cl", "Cl", "Cl", "C", "Cl", "Cl", "Cl", "Cl", "C", "Cl", "Cl", "Cl", "Cl", "C", "Cl", "Cl", "Cl", "Cl", "C", "Cl", "Cl", "Cl", "Cl", "C", "Cl", "Cl", "Cl", "Cl", "C", "Cl", "Cl", "Cl", "Cl", "C", "Cl", "Cl", "Cl", "Cl", "C", "Cl", "Cl", "Cl", "Cl"],
  "xyz": [[2.259, -0.116, 2.124], [0.882, 0.538, 2.568], [1.222, 1.535, 3.490], [0.228, 1.167, 1.298], [-0.798, 0.243, 0.554], [-0.905, 1.027, -1.320], [-0.370, -1.268, 0.411], [-1.540, -2.330, 0.269], [-1.801, -2.694, -1.240], [-0.952, -3.685, 0.870], [-2.763, -2.056, 1.035], [-2.519, -2.265, 2.310], [-3.279, -0.676, 0.954], [-4.340, -0.535, 2.142], [-4.093, -0.327, -0.345], [-2.217, 0.450, 1.216], [2.221, -1.229, 2.131], [3.104, 0.196, 2.773], [2.539, 0.180, 1.081], [0.274, -0.273, 3.033], [-0.341, 2.073, 1.643], [0.982, 1.564, 0.577], [0.305, -1.637, 1.219], [0.241, -1.335, -0.525], [-2.714, -2.225, -1.661], [-1.985, -3.802, -1.266], [-0.899, -2.540, -1.846], [-0.334, -4.187, 0.081], [-1.816, -4.373, 1.079], [-0.392, -3.529, 1.815], [-3.889, -0.112, 3.061], [-5.075, 0.235, 1.781], [-4.925, -1.463, 2.297], [-4.833, -1.160, -0.489], [-4.653, 0.626, -0.248], [-3.489, -0.289, -1.276], [-2.093, 0.661, 2.304], [-2.640, 1.387, 0.770], [-3.659, -7.259, 0.404], [-3.403, -5.588, 0.945], [-3.007, -7.452, -1.234], [-2.825, -8.370, 1.507], [-5.394, -7.625, 0.395], [0.056, 4.918, -2.106], [-1.255, 4.475, -3.228], [-0.456, 4.581, -0.445], [1.502, 3.963, -2.482], [0.430, 6.647, -2.272], [-1.066, -0.146, -5.510], [-0.902, 1.367, -4.603], [-0.413, 0.084, -7.143], [-0.152, -1.426, -4.712], [-2.777, -0.597, -5.616], [5.280, -1.745, 4.855], [4.965, -2.175, 3.162], [7.025, -1.528, 5.090], [4.437, -0.238, 5.255], [4.699, -3.045, 5.911], [6.880, -4.075, -0.009], [7.277, -4.149, 1.716], [7.005, -5.696, -0.716], [5.225, -3.469, -0.208], [8.011, -2.985, -0.831], [10.639, -2.683, 7.141], [9.925, -1.793, 5.784], [11.108, -4.305, 6.601], [12.069, -1.818, 7.728], [9.449, -2.817, 8.448], [2.700, 6.087, -5.854], [3.842, 5.537, -4.614], [3.097, 5.321, -7.403], [1.048, 5.646, -5.382], [2.813, 7.849, -6.018], [-3.370, 8.980, -2.718], [-2.504, 9.596, -1.299], [-3.220, 10.137, -4.052], [-2.680, 7.420, -3.206], [-5.083, 8.766, -2.311], [-8.667, -8.694, -1.620], [-8.192, -8.733, 0.089], [-8.558, -10.328, -2.299], [-10.334, -8.107, -1.755], [-7.585, -7.610, -2.512], [1.485, 11.062, -1.508], [3.215, 11.332, -1.781], [1.184, 10.852, 0.226], [0.566, 12.456, -2.103], [0.970, 9.604, -2.374]],
  "forces_ev_per_a": [[0.0, -0.2, -0.3], [1.9, -1.0, -1.6], [-0.7, -0.2, -0.2], [-0.7, 0.7, 0.4], [-0.2, 0.0, 0.6], [0.0, -0.6, 0.6], [-0.2, 0.4, -0.5], [2.0, -2.1, -1.1], [-1.0, -0.8, 0.6], [-0.5, 0.1, -0.3], [1.7, 1.8, 1.6], [-0.4, -0.7, -0.6], [-2.3, 2.0, 0.6], [-0.4, 1.0, -1.2], [0.0, -1.5, -0.5], [0.5, -0.1, -0.7], [0.0, 0.8, 0.1], [-0.8, -0.2, -0.2], [-0.3, -0.2, 0.8], [0.1, 1.0, 0.0], [0.4, -0.7, -0.3], [-0.4, -0.5, 0.8], [-0.7, 0.8, -0.3], [-0.4, 0.0, 0.9], [0.8, 0.0, 0.1], [-0.1, 1.0, -0.1], [-0.5, 0.3, 0.1], [-0.2, 0.5, 0.8], [1.7, 1.2, -0.2], [-0.3, -0.1, -0.7], [-0.3, -0.8, -0.4], [0.6, -0.6, 0.5], [0.6, 0.5, 0.1], [0.4, 0.8, 0.1], [0.5, -0.6, 0.1], [-0.2, 0.1, 0.7], [0.1, -0.5, -0.7], [0.3, -0.7, 0.5], [-0.2, 0.0, 0.1], [-0.9, -0.9, -0.1], [-0.1, 0.0, 0.2], [-0.1, 0.1, -0.1], [0.5, 0.1, 0.0], [0.1, 0.0, 0.1], [0.2, 0.0, 0.1], [0.0, 0.2, -0.2], [-0.3, 0.0, 0.2], [0.0, -0.6, 0.3], [0.0, 0.1, -0.1], [0.0, -0.1, -0.3], [-0.1, 0.0, 0.1], [0.0, 0.0, 0.1], [0.2, 0.0, 0.1], [0.0, 0.1, -0.1], [0.0, 0.1, 0.3], [-0.5, -0.1, 0.0], [0.1, -0.2, 0.0], [0.1, 0.1, -0.1], [0.1, 0.0, 0.1], [0.1, -0.1, -0.3], [0.0, 0.2, 0.1], [0.1, 0.0, 0.0], [-0.1, -0.1, 0.1], [0.0, 0.0, 0.1], [0.5, -0.1, 0.2], [-0.1, 0.2, 0.0], [-0.2, -0.1, -0.1], [0.1, 0.0, -0.2], [0.0, 0.0, 0.0], [-0.1, 0.1, -0.1], [0.0, 0.1, 0.2], [0.2, 0.1, -0.4], [0.0, -0.2, 0.0], [0.0, 0.0, 0.0], [-0.1, -0.1, -0.1], [0.0, -0.1, 0.1], [-0.3, 0.3, 0.1], [0.2, 0.0, 0.0], [0.0, 0.0, -0.1], [-0.4, -0.1, -0.2], [0.0, 0.2, 0.1], [0.2, -0.1, 0.0], [-0.1, -0.1, 0.1], [0.0, 0.0, 0.0], [-0.2, 0.0, 0.0], [0.0, 0.0, -0.2], [0.1, -0.2, 0.1], [0.1, 0.4, 0.0]],
  "lowdin_charge": [-0.062, -0.328, -0.037, -0.191, -0.618, 0.701, -0.115, -0.437, -0.026, -0.082, -0.088, -0.018, -0.453, -0.037, -0.061, -0.137, 0.057, 0.029, 0.085, 0.148, 0.115, 0.092, 0.092, 0.105, 0.072, 0.072, 0.060, 0.100, -0.061, 0.083, 0.078, 0.082, 0.090, 0.099, 0.086, 0.037, 0.123, 0.113, -1.993, 0.616, 0.525, 0.531, 0.477, -1.991, 0.466, 0.534, 0.502, 0.445, -2.036, 0.453, 0.522, 0.528, 0.523, -2.005, 0.503, 0.479, 0.546, 0.529, -2.037, 0.499, 0.522, 0.502, 0.521, -2.031, 0.479, 0.521, 0.522, 0.522, -2.021, 0.512, 0.524, 0.491, 0.522, -2.025, 0.507, 0.521, 0.485, 0.523, -2.029, 0.486, 0.523, 0.522, 0.512, -2.029, 0.526, 0.523, 0.522, 0.467],
  "homo_lumo_gap_ev": [9.187, 9.455],
  "lumo_ha": [-0.001, -0.016],
  "spin_multiplicity": 2
}

Computed molecular weight (g mol⁻¹) in order:
356.40 110.48 144.12 1833.45